1.
# C5H28N2O8

A cluster of 8 separate species, C5H28N2O8 in total (ωB97M-V/def2-TZVPD, OMol25).

Atoms and positions in Å:
N  1.589  -2.961  0.366
C  0.150  -2.816  0.255
C  -0.339  -2.548  -1.191
C  0.418  -1.355  -1.787
C  0.137  -0.037  -1.029
N  1.282  0.855  -1.331
C  -1.156  0.657  -1.510
O  -1.098  2.102  -1.600
H  1.943  -3.662  -0.273
H  2.019  -2.094  0.068
H  -0.426  -3.686  0.567
H  -0.124  -1.980  0.884
H  -1.410  -2.340  -1.231
H  -0.140  -3.387  -1.836
H  0.136  -1.260  -2.842
H  1.503  -1.368  -1.897
H  0.181  -0.271  0.025
H  1.198  1.673  -0.734
H  1.256  1.215  -2.279
H  -1.943  0.508  -0.768
H  -1.457  0.375  -2.514
H  -0.614  2.443  -0.837
O  -1.190  -2.101  3.583
H  -0.332  -1.694  3.420
H  -1.383  -1.900  4.507
O  -4.413  0.887  0.056
H  -4.933  1.574  -0.380
H  -3.600  1.341  0.301
O  -0.278  3.947  -3.583
H  -0.411  3.104  -4.033
H  -0.347  3.668  -2.657
O  4.019  1.069  0.716
H  3.384  1.537  0.161
H  4.789  1.619  0.880
O  2.486  -0.216  2.441
H  2.324  -0.646  1.596
H  3.146  0.462  2.186
O  0.554  1.888  1.605
H  -0.379  1.620  1.653
H  0.985  1.078  1.934
O  -2.255  1.178  2.321
H  -3.207  1.256  2.209
H  -2.065  0.266  2.575

Results
HOMO-LUMO gap   9.77 eV
Highest occupied orbital energy   -9.5 eV
Structure (SMILES)   NCCC[C@@H](N)CO.O.O.O.O.O.O.O
Charge   0
Multiplicity   1
Energy relative to the best compared isomer or geometry (same formula, charge and spin)   165.5 kJ/mol

Here are the Mulliken charges for atoms 1 to 5, given in e: number 1, N, carries -0.56; number 2, C, carries -0.38; number 3, C, carries -0.60; number 4, C, carries -1.49; number 5, C, carries 1.39



2.
# C6H21N5O5STl

A structure of composition C6H21N5O5STl (ωB97M-V/def2-TZVPD, OMol25).

Atoms and positions in Å:
O  -2.134  -3.107  0.180
H  -2.863  -3.741  0.263
Tl  -1.086  -0.781  0.754
N  1.929  -0.567  0.252
N  0.269  -2.435  -0.834
O  2.918  0.371  0.515
O  -0.360  -3.535  -1.206
C  2.380  -1.345  -0.731
C  1.555  -2.443  -1.195
C  3.723  -1.039  -1.287
C  2.031  -3.561  -2.042
H  4.485  -1.101  -0.499
H  3.739  -0.017  -1.689
H  3.989  -1.733  -2.086
H  1.411  -3.639  -2.944
H  1.962  -4.514  -1.502
H  3.070  -3.412  -2.339
H  2.757  0.668  1.462
H  -1.344  -3.449  -0.494
O  -1.125  0.424  -1.897
H  -0.420  1.090  -2.015
H  -0.924  -0.242  -2.581
C  -1.229  -2.716  1.952
H  -1.845  -2.132  2.679
H  -0.104  -2.765  1.937
H  -1.521  -3.753  2.170
O  2.990  1.051  3.002
H  3.374  0.256  3.430
H  2.239  1.291  3.563
N  -3.743  0.432  0.133
N  -3.658  1.582  -0.711
C  -2.878  2.577  -0.152
N  -2.525  3.517  -1.075
S  -2.423  2.588  1.455
H  -3.947  0.824  1.071
H  -4.536  -0.117  -0.199
H  -3.424  1.325  -1.675
H  -2.044  4.332  -0.736
H  -3.121  3.641  -1.897

Results
HOMO-LUMO gap (spin up / spin down)   5.35 / 5.35 eV
Highest occupied orbital energy (spin up / spin down)   -10.6 / -10.6 eV
Charge   +1
Multiplicity   1

Here are the Mulliken charges for atoms 1 to 5, given in e: number 1, O, carries -0.55; number 2, H, carries 0.29; number 3, Tl, carries 1.04; number 4, N, carries 0.01; number 5, N, carries 0.18



3.
# C26H52NO9S

A cluster of 2 separate species, C26H52NO9S in total (ωB97M-V/def2-TZVPD, OMol25).

Atoms and positions in Å:
C  -0.056  -0.997  2.684
C  0.697  -0.362  3.860
O  0.720  1.052  3.764
C  1.842  1.588  3.088
C  1.415  2.778  2.256
O  0.640  2.366  1.129
C  0.836  3.189  -0.011
C  -0.456  3.520  -0.801
C  -0.150  3.749  -2.272
C  0.329  2.506  -3.023
C  1.835  2.367  -3.040
O  2.607  3.242  -3.377
O  2.297  1.117  -2.674
O  -0.821  4.868  -0.335
S  -1.647  4.793  1.028
O  -0.829  4.968  2.178
O  -2.738  5.693  0.877
O  -2.041  3.268  0.892
C  -1.749  2.754  -0.472
C  -2.972  3.164  -1.310
C  -4.324  2.777  -0.660
C  -5.214  3.922  -0.159
C  -5.440  3.955  1.351
O  -5.611  2.652  1.908
C  -1.610  1.241  -0.332
C  -1.978  0.363  -1.551
C  -1.037  -0.840  -1.594
C  -3.431  -0.182  -1.498
H  0.655  -1.584  2.109
H  -0.500  -0.225  2.077
H  -0.807  -1.667  3.091
H  0.208  -0.607  4.797
H  1.720  -0.733  3.904
H  2.348  0.845  2.473
H  2.536  1.975  3.837
H  2.314  3.314  1.954
H  0.788  3.400  2.889
H  1.612  2.744  -0.638
H  1.224  4.149  0.314
H  -1.031  4.176  -2.736
H  0.622  4.510  -2.342
H  0.041  2.611  -4.067
H  -0.132  1.589  -2.682
H  1.691  0.792  -2.005
H  -2.929  2.714  -2.298
H  -2.939  4.238  -1.466
H  -4.885  2.276  -1.443
H  -4.190  2.025  0.106
H  -4.844  4.877  -0.516
H  -6.194  3.797  -0.613
H  -6.370  4.485  1.532
H  -4.657  4.483  1.884
H  -4.756  2.362  2.220
H  -2.226  0.907  0.495
H  -0.591  0.994  -0.052
H  -1.910  0.909  -2.484
H  0.001  -0.555  -1.753
H  -1.166  -1.445  -0.699
H  -1.320  -1.457  -2.446
H  -3.479  -1.224  -1.785
H  -3.843  -0.068  -0.500
H  -4.069  0.417  -2.138
C  3.156  -1.920  -0.354
C  2.768  -2.925  0.731
C  3.667  -4.152  0.844
N  3.354  -5.356  -0.022
C  4.620  -6.143  -0.158
C  2.280  -6.228  0.588
C  0.959  -5.633  0.118
C  1.277  -4.974  -1.241
C  2.798  -5.047  -1.389
H  2.873  -2.235  -1.358
H  2.642  -0.978  -0.164
H  4.227  -1.719  -0.347
H  1.713  -3.182  0.653
H  2.866  -2.400  1.683
H  3.650  -4.527  1.866
H  4.696  -3.870  0.626
H  4.972  -6.407  0.836
H  5.356  -5.529  -0.672
H  4.418  -7.040  -0.734
H  2.423  -7.229  0.184
H  2.403  -6.256  1.667
H  0.594  -4.897  0.832
H  0.191  -6.397  0.039
H  0.914  -3.948  -1.274
H  0.798  -5.500  -2.064
H  3.275  -4.157  -1.785
H  3.070  -5.886  -2.026

Results
HOMO-LUMO gap   8.94 eV
Highest occupied orbital energy   -11.6 eV
Charge   +1
Multiplicity   1

Here are the Mulliken charges for atoms 1 to 5, given in e: number 1, C, carries 0.32; number 2, C, carries -0.56; number 3, O, carries -0.42; number 4, C, carries -0.35; number 5, C, carries -0.72



4.
# C9H13NS

An isolated molecule of C9H13NS (ωB97M-V/def2-TZVPD, OMol25).

Atoms and positions in Å:
C  -1.437  -0.983  -0.004
C  0.006  -0.326  0.280
C  1.025  -1.469  0.085
C  0.033  0.109  1.776
C  -0.222  1.623  1.932
C  0.078  2.088  0.636
S  -0.175  3.531  -0.088
C  -0.079  2.878  -1.639
C  0.193  1.499  -1.773
N  0.462  0.769  -2.939
C  0.153  0.890  -0.503
H  -2.129  -0.224  0.358
H  -1.551  -1.910  0.459
H  -1.547  -0.964  -0.998
H  1.073  -2.056  1.030
H  1.960  -1.073  -0.455
H  0.721  -2.198  -0.673
H  1.018  -0.106  2.170
H  -0.797  -0.405  2.397
H  0.538  1.966  2.685
H  -1.372  1.756  2.251
H  -0.094  3.503  -2.509
H  0.030  1.183  -3.670
H  0.227  -0.201  -2.843

Results
HOMO-LUMO gap   8.31 eV
Highest occupied orbital energy   -7.5 eV
Structure (SMILES)   CC1(C)CCc2scc(N)c21
Charge   0
Multiplicity   1
Energy relative to the best compared isomer or geometry (same formula, charge and spin)   220.3 kJ/mol

Here are the Mulliken charges for atoms 1 to 5, given in e: number 1, C, carries -1.88; number 2, C, carries 2.08; number 3, C, carries -1.63; number 4, C, carries -1.25; number 5, C, carries -0.13



Computed values of maximum force (unit: eV/Å) for the preceding records, in sequence: 2.68, 4.38, 2.04, 7.43.
Computed values of DFT total energy (unit: eV) for the preceding records, in sequence: -24999.173, -39766.336, -58550.343, -21866.405.